# 1
DFT (the ωB97M-V functional and the def2-TZVPD basis) results for C6H5N2O4PtS3 as an isolated structure.

```
21
Properties=species:S:1:pos:R:3
Pt 0.28758 1.02670 0.01773
O 2.32214 -2.11415 -2.70729
N 1.36333 -2.62540 -2.02524
C 1.46696 -3.93238 -1.65853
C 0.48713 -4.59911 -0.96943
C -0.67250 -3.90651 -0.62386
C -0.77176 -2.58411 -0.98460
C 0.23849 -1.89793 -1.68112
S 0.06797 -0.24070 -2.11649
H 2.39642 -4.37968 -1.97605
H 0.63991 -5.63834 -0.71007
H -1.47317 -4.39059 -0.07822
H -1.64064 -1.99406 -0.72742
N 0.92424 -1.27221 1.93490
C 0.68762 -0.36832 1.17252
H 0.25686 -1.65948 2.58376
O -2.34551 3.61992 1.16344
S -0.97083 4.01892 0.87583
O -0.01478 3.53661 1.87322
O -0.83117 5.44299 0.57584
S -0.43984 3.05208 -0.93627
```

Highest occupied orbital energy (alpha / beta) ... -0.6 / -1.1 eV
Kohn-Sham gap (alpha / beta) ... 5.4 / 5.9 eV
⟨S²⟩ ... 0.763
Energy relative to the best compared isomer or geometry (same formula, charge and spin) ... 35.6 kcal per mole
2S+1 ... 2
Total charge ... -2

Here are the Löwdin charges for atoms 1 to 5, given in e: 0.51, -0.16, -0.26, -0.06, -0.11

# 2
DFT (the ωB97M-V functional and the def2-TZVPD basis) results for C56H126F16KN15O32S16 as an isolated structure at a distorted geometry.

```
262
Properties=species:S:1:pos:R:3
K 5.98114 -2.08450 -9.12556
C 1.54000 3.53133 -3.51960
C 0.94038 2.64412 -4.59722
C 0.84974 3.33903 -5.96154
N 0.11732 2.49563 -6.99986
C -1.36003 2.51590 -6.71802
C 0.37758 3.07285 -8.38870
C 1.49661 2.24327 -8.96926
C 0.99067 0.86023 -8.59655
C 0.68423 1.04161 -7.10390
H 2.57835 3.82049 -3.69550
H 1.47985 2.93679 -2.60821
H 1.02808 4.48315 -3.37473
H -0.09553 2.50493 -4.27821
H 1.43126 1.67851 -4.67411
H 1.85621 3.57567 -6.31094
H 0.31974 4.29077 -5.94262
H -2.00516 2.06285 -7.46524
H -1.54675 3.58301 -6.59946
H -1.54658 2.05859 -5.74853
H -0.49561 2.86000 -9.00207
H 0.69005 4.11135 -8.30003
H 1.62893 2.24925 -10.05076
H 2.45502 2.50624 -8.51678
H 0.06518 0.63224 -9.12067
H 1.74883 0.12701 -8.84002
H -0.01935 0.31847 -6.69701
H 1.58049 0.98042 -6.49179
C -1.61316 -2.14572 -15.12946
C -2.82268 -2.31450 -16.03289
C -3.25367 -3.78144 -16.21911
N -4.39836 -3.92284 -17.20418
C -3.97317 -3.20522 -18.50371
C -5.65879 -3.31974 -16.54633
C -6.77924 -3.98336 -17.35722
C -6.22081 -5.31877 -17.91273
C -4.75397 -5.36573 -17.45971
H -1.46025 -1.11949 -14.80606
H -0.74341 -2.34482 -15.76298
H -1.64352 -2.94908 -14.39347
H -2.62221 -1.85470 -16.99977
H -3.70472 -1.82645 -15.60745
H -3.51015 -4.26951 -15.27745
H -2.43426 -4.40045 -16.59504
H -4.22941 -2.15345 -18.45031
H -4.68740 -3.66343 -19.18931
H -2.95134 -3.48903 -18.72697
H -5.55127 -2.25359 -16.72256
H -5.69554 -3.53951 -15.48357
H -7.10663 -3.34567 -18.17536
H -7.63144 -4.22731 -16.72545
H -6.33038 -5.27742 -18.99475
H -6.76937 -6.16440 -17.50710
H -4.03216 -5.73766 -18.18601
H -4.63157 -5.97266 -16.56451
C 10.85998 4.14947 -18.61652
C 10.41987 2.85587 -19.28820
C 8.90718 2.62616 -19.00369
N 8.26605 1.41981 -19.67714
C 9.07408 0.18736 -19.35308
C 6.77847 1.43975 -19.32550
C 6.06929 0.86502 -20.55249
C 6.85041 1.44377 -21.71110
C 8.28218 1.60820 -21.23622
H 11.92404 4.34614 -18.74865
H 10.67656 4.08479 -17.54725
H 10.38348 4.97218 -19.15395
H 10.93144 1.97413 -18.90191
H 10.50395 2.76939 -20.37444
H 8.42587 3.55573 -19.31394
H 8.59906 2.45224 -17.97138
H 9.11309 0.01892 -18.27890
H 10.03471 0.13219 -19.84905
H 8.37380 -0.58803 -19.68000
H 6.68085 0.84781 -18.41652
H 6.48529 2.47237 -19.15914
H 5.97807 -0.21764 -20.54448
H 5.10004 1.36028 -20.60370
H 6.91959 0.68854 -22.49454
H 6.46698 2.40714 -22.03440
H 9.00361 0.92970 -21.68402
H 8.63648 2.62220 -21.41207
C 6.39304 -7.38096 -11.46266
C 7.86109 -7.47486 -11.10993
C 8.74704 -7.18204 -12.32540
N 10.17881 -7.67941 -12.24841
C 10.87739 -7.17057 -10.95762
C 10.96712 -7.27777 -13.44998
C 12.07910 -8.32500 -13.67940
C 11.66851 -9.50928 -12.80549
C 10.28274 -9.18197 -12.30234
H 6.26648 -6.41454 -11.95834
H 5.63526 -7.43453 -10.68135
H 6.05641 -8.13437 -12.17773
H 8.14685 -8.40731 -10.61514
H 8.08648 -6.68005 -10.39216
H 8.89393 -6.10561 -12.42225
H 8.28762 -7.59607 -13.22421
H 11.77661 -7.76533 -10.83795
H 10.13296 -7.40428 -10.20266
H 11.01715 -6.10556 -11.10902
H 11.31804 -6.25568 -13.31602
H 10.27017 -7.30966 -14.28943
H 13.06856 -7.95147 -13.42083
H 12.08174 -8.62528 -14.72442
H 12.31019 -9.72395 -11.95315
H 11.59923 -10.36635 -13.47264
H 10.08012 -9.53042 -11.28979
H 9.51300 -9.61005 -12.94408
C 6.44616 -1.88217 -16.08982
C 5.37500 -2.49827 -15.19126
C 4.72502 -1.56969 -14.22070
N 3.75117 -2.25870 -13.25572
C 4.34468 -3.42817 -12.50997
C 2.36808 -2.55823 -13.85549
C 1.37847 -2.60337 -12.68703
C 1.97541 -1.65096 -11.65464
C 3.32589 -1.20164 -12.23788
H 6.02748 -1.25155 -16.88154
H 6.92900 -2.70679 -16.62307
H 7.22346 -1.27853 -15.62335
H 5.97600 -3.18906 -14.59166
H 4.59124 -3.04379 -15.71836
H 4.15170 -0.80879 -14.75511
H 5.39732 -1.06442 -13.52590
H 4.76046 -4.23676 -13.10839
H 3.48180 -3.83716 -11.98595
H 5.12736 -3.05928 -11.83251
H 2.44605 -3.48316 -14.43133
H 2.19945 -1.80582 -14.62749
H 1.22302 -3.58760 -12.24003
H 0.34733 -2.35328 -12.93901
H 2.15121 -2.15303 -10.70147
H 1.44246 -0.75032 -11.34738
H 4.07191 -1.07754 -11.45877
H 3.26855 -0.24532 -12.75540
C 10.06427 -3.08309 -13.66062
C 11.05238 -3.60893 -14.71675
C 10.72008 -3.04638 -16.07574
N 11.71792 -3.45715 -17.15351
C 13.10095 -2.87177 -17.02645
C 11.87398 -4.99987 -17.21588
C 12.10612 -5.32098 -18.68913
C 11.66981 -4.09772 -19.50077
C 11.06801 -3.10471 -18.46697
H 10.30740 -3.27474 -12.61736
H 9.02547 -3.32292 -13.89194
H 10.16483 -1.99631 -13.75301
H 11.11297 -4.69768 -14.67568
H 11.99842 -3.19474 -14.35406
H 10.69402 -1.95498 -16.04634
H 9.69628 -3.33922 -16.31830
H 13.05197 -1.80787 -17.22810
H 13.66556 -3.39475 -17.79478
H 13.49956 -3.04587 -16.03207
H 12.55703 -5.30109 -16.41939
H 10.97915 -5.37980 -16.71368
H 13.16891 -5.52956 -18.80281
H 11.51536 -6.18900 -18.97150
H 12.48226 -3.74316 -20.13314
H 10.92234 -4.44152 -20.21488
H 11.16859 -2.04836 -18.70752
H 10.00318 -3.30925 -18.37665
C 4.84636 -3.23165 -19.19676
C 5.08101 -4.33814 -20.22048
C 3.89684 -5.27912 -20.34479
N 4.16047 -6.60383 -21.01456
C 4.91235 -7.53026 -20.09137
C 4.92722 -6.40511 -22.32551
C 4.00953 -6.77532 -23.43393
C 3.15628 -7.88014 -22.80636
C 2.83053 -7.26164 -21.46077
H 4.99071 -3.48948 -18.14813
H 3.82557 -2.84568 -19.26191
H 5.52265 -2.39886 -19.40018
H 6.03048 -4.78102 -19.90202
H 5.32417 -3.87455 -21.17880
H 3.08948 -4.79860 -20.90165
H 3.41186 -5.40109 -19.37862
H 4.19733 -7.70834 -19.28910
H 5.83327 -7.05601 -19.76627
H 5.06749 -8.46784 -20.62066
H 5.79354 -7.06986 -22.30633
H 5.40064 -5.43687 -22.46840
H 4.39032 -7.08333 -24.40600
H 3.30663 -5.96633 -23.65546
H 3.69950 -8.81856 -22.66382
H 2.28523 -8.18823 -23.38276
H 2.43205 -7.97727 -20.74468
H 2.11121 -6.44657 -21.49610
N 0.69161 -4.57131 -18.66067
S -0.39695 -5.58388 -19.14401
O -1.50322 -5.89877 -18.26192
O 0.04763 -6.59107 -20.08531
F -1.06594 -4.53431 -20.21006
S 1.22207 -5.62377 -17.43471
O 1.87751 -6.84415 -17.84403
O 0.45480 -5.63451 -16.22585
F 2.49230 -4.71699 -16.97149
N 7.34082 -7.82215 -15.93091
S 8.19193 -7.10176 -17.01984
O 8.53056 -5.68912 -16.86859
O 8.05475 -7.56790 -18.37340
F 9.62436 -7.74423 -16.61274
S 6.08481 -6.67081 -15.85486
O 5.54747 -6.06771 -17.04484
O 6.09651 -5.88202 -14.64836
F 4.85472 -7.66063 -15.60867
N 1.68667 -8.60618 -12.04166
S 1.83932 -7.09535 -12.27451
O 3.05337 -6.39151 -11.89443
O 0.61697 -6.34683 -12.15821
F 1.96332 -7.23927 -13.88769
S 2.24902 -8.66975 -10.44756
O 1.54899 -7.95326 -9.40686
O 3.68595 -8.84456 -10.29778
F 1.69598 -10.18141 -10.16188
N 10.88483 0.54252 -16.81813
S 12.26826 1.06530 -16.48747
O 12.98535 0.25635 -15.53033
O 12.40635 2.49899 -16.46350
F 13.11484 0.89130 -17.88263
S 10.09277 1.17725 -15.46532
O 9.62246 2.51901 -15.59306
O 10.45401 0.68157 -14.17517
F 8.73542 0.33706 -15.73477
N 6.02731 0.05666 -10.67607
S 5.17768 1.42255 -10.23904
O 4.06270 1.69414 -11.08550
O 5.88375 2.51577 -9.64473
F 4.45487 0.74601 -8.97880
S 7.05473 0.74433 -11.49264
O 8.21960 1.22790 -10.79538
O 6.61600 1.44210 -12.65629
F 7.72078 -0.63777 -12.06190
N 1.94107 -0.16929 -17.72217
S 3.15672 0.93156 -17.75770
O 3.76033 1.33167 -16.51030
O 3.12623 1.80796 -18.90052
F 4.18091 -0.14591 -18.37256
S 0.87368 0.64149 -16.98763
O 0.45696 1.86834 -17.62025
O 0.98414 0.47630 -15.56367
F -0.37989 -0.31923 -17.31236
N -2.26452 0.91468 -10.18429
S -3.24820 2.11839 -10.79660
O -4.61318 2.10193 -10.36364
O -2.90930 2.59193 -12.11877
F -2.67007 3.29926 -9.86522
S -2.09942 0.11234 -11.48798
O -0.92440 0.46557 -12.21654
O -3.27888 -0.38954 -12.17976
F -1.57488 -1.27688 -10.86071
N 3.50174 -3.29242 -8.24245
S 2.92940 -4.53953 -8.88136
O 1.87716 -4.41484 -9.86805
O 3.11213 -5.75754 -8.14130
F 4.19135 -4.66158 -9.88775
S 2.21311 -2.90584 -7.26863
O 1.95497 -3.79074 -6.16600
O 1.10021 -2.27285 -7.92557
F 3.03318 -1.71901 -6.59805
```

Highest occupied orbital energy ... -7.8 eV
Kohn-Sham gap ... 6.9 eV
2S+1 ... 1
Total charge ... 0

Here are the Löwdin charges for atoms 1 to 5, given in e: 0.85, -0.10, -0.23, -0.12, -0.23